No. 1
Computed, not measured: a cluster of 10 separate species, C24H64BBrF6N3O13P2 in total in a non-equilibrium geometry, with ωB97M-V/def2-TZVPD.

Summary:
- E_HOMO: -11.725 eV
- E_tot: -5975.7236 hartree
- LUMO energy: -4.0411 eV
- Net charge: +1

```
114
C24H64BBrF6N3O13P2, DFT ωB97M-V/def2-TZVPD
C 0.66 -2.51 -0.11
B -0.11 -1.42 -0.90
O 0.42 -0.86 -2.02
C -1.56 -0.95 -0.31
N -2.74 -1.42 -1.08
F -2.51 -1.40 -2.45
C -3.79 -0.55 -0.78
N -5.00 -0.57 -1.32
P -5.88 1.16 -1.22
O -6.90 0.99 -2.45
Br -7.28 0.88 0.45
C -5.45 -1.70 -2.17
F -4.57 -2.71 -2.09
F -5.45 -1.26 -3.42
C -6.84 -2.29 -1.82
F -6.96 -2.35 -0.48
F -6.89 -3.52 -2.31
N -3.42 0.45 0.10
P -3.92 0.42 1.78
O -4.63 1.59 2.31
C -1.90 0.52 -0.14
O -1.26 1.28 0.77
F -1.83 1.12 -1.38
H 0.88 -2.15 0.91
H 0.02 -3.39 0.00
H 1.59 -2.82 -0.61
H 0.05 -0.01 -2.31
H -1.67 -1.44 0.68
H -7.82 0.74 -2.22
H -7.65 -1.71 -2.27
H -2.68 0.12 2.33
H -4.60 -0.81 1.74
H -0.70 0.76 1.37
C -0.10 -2.79 4.64
C -0.16 -2.04 3.34
O -1.41 -1.34 3.18
H -0.91 -3.52 4.71
H 0.85 -3.32 4.73
H -0.18 -2.10 5.48
H -0.09 -2.71 2.49
H 0.66 -1.32 3.28
H -1.52 -0.73 3.92
C -4.43 3.04 -4.12
C -3.91 4.24 -3.36
O -3.47 3.89 -2.04
H -5.26 2.58 -3.57
H -4.79 3.32 -5.11
H -3.65 2.29 -4.24
H -4.69 4.99 -3.22
H -3.09 4.71 -3.91
H -2.76 3.25 -2.13
C 2.27 1.77 6.12
C 1.11 0.80 6.10
O 1.53 -0.54 6.30
H 3.00 1.53 5.35
H 1.94 2.80 5.97
H 2.77 1.71 7.09
H 0.61 0.82 5.13
H 0.38 1.08 6.86
H 1.96 -0.57 7.17
C 4.66 -0.23 -2.33
C 4.45 -0.33 -0.84
O 3.22 0.27 -0.41
H 4.66 0.81 -2.65
H 5.61 -0.68 -2.62
H 3.86 -0.75 -2.87
H 5.23 0.21 -0.30
H 4.48 -1.38 -0.51
H 2.51 -0.21 -0.87
C -1.80 -5.80 -3.36
C -1.07 -4.68 -2.65
O -0.49 -5.10 -1.41
H -2.58 -6.21 -2.73
H -2.25 -5.44 -4.29
H -1.11 -6.61 -3.62
H -1.76 -3.89 -2.38
H -0.29 -4.25 -3.29
H 0.14 -5.81 -1.60
C 4.45 -3.21 2.01
C 3.24 -3.35 2.91
O 2.12 -3.92 2.23
H 4.22 -2.60 1.14
H 5.28 -2.75 2.55
H 4.79 -4.19 1.65
H 2.91 -2.38 3.25
H 3.49 -3.95 3.79
H 2.37 -4.80 1.92
C 5.89 0.75 9.51
C 4.55 0.19 9.94
O 3.69 -0.06 8.84
H 5.76 1.67 8.94
H 6.52 0.96 10.38
H 6.43 0.03 8.88
H 4.02 0.91 10.56
H 4.69 -0.72 10.53
H 4.12 -0.72 8.27
C 4.37 4.74 -5.22
C 4.42 3.25 -4.94
O 4.10 2.96 -3.58
H 5.06 5.27 -4.57
H 4.65 4.94 -6.26
H 3.37 5.13 -5.05
H 5.42 2.86 -5.09
H 3.74 2.72 -5.61
H 3.21 3.28 -3.40
C -1.80 5.76 -7.46
C -1.10 4.66 -6.69
O 0.27 4.53 -7.05
H -1.74 5.57 -8.53
H -2.85 5.83 -7.18
H -1.34 6.73 -7.26
H -1.56 3.70 -6.90
H -1.19 4.85 -5.61
H 0.71 5.37 -6.86
```


No. 2
Computed, not measured: a structure of composition C5H10IN2 in a non-equilibrium geometry, with ωB97M-V/def2-TZVPD.

Summary:
- E_HOMO: -13.004 eV
- E_tot: -603.4093 hartree
- LUMO energy: -3.4413 eV
- Net charge: +1

```
18
C5H10IN2, DFT ωB97M-V/def2-TZVPD
C -0.85 1.96 -0.10
C -0.26 1.24 -1.29
C -0.23 0.46 1.60
C 0.62 -0.62 0.17
C 0.45 -2.08 0.46
N -0.81 1.57 1.08
N -0.16 -0.23 -1.04
I 2.69 -0.03 -0.06
H -1.32 2.91 -0.31
H -0.89 1.41 -2.17
H 0.73 1.64 -1.49
H -0.94 -0.22 2.06
H 0.60 0.69 2.26
H 0.84 -2.70 -0.35
H -0.60 -2.34 0.61
H 0.99 -2.35 1.36
H -1.11 -0.61 -0.92
H 0.25 -0.69 -1.87
```